Entry one
Below is C36H72ClN6OP2SbZn as an isolated structure, with properties calculated with the ωB97M-V functional and the def2-TZVPD basis.

The calculation puts the frontier orbital gap at 7.672 eV. Its charge is 0. The value obtained for the LUMO energy is 0.6 eV. As for the HOMO energy: -0.2617 Ha.

Last column: Mulliken charge in e.
Element x y z (Å)
Zn1 0.035 -0.612 -1.131  0.20
C1 -3.816 -4.073 2.347  -0.99
N1 -3.452 -2.934 1.538  0.55
C2 -4.228 -1.748 1.801  -0.81
P1 -1.861 -2.841 0.979  -0.18
O1 -1.641 -1.537 0.327  -0.61
N2 -0.937 -3.122 2.341  1.35
C3 0.187 -3.925 2.780  -0.03
C4 -0.162 -4.613 4.108  -1.56
N3 -1.704 -4.117 -0.095  0.63
C5 -1.405 -5.501 0.199  -1.21
C6 -2.656 -3.971 -1.182  -1.58
H1 -4.825 -4.400 2.083  0.31
H2 -3.805 -3.839 3.418  0.28
H3 -3.120 -4.887 2.161  0.27
H4 -5.280 -1.949 1.577  0.40
H5 -3.863 -0.947 1.161  0.21
H6 -4.157 -1.435 2.852  0.14
H7 -1.013 -2.265 2.879  -0.72
H8 0.421 -4.666 2.018  0.47
H9 1.079 -3.300 2.906  0.06
H10 -1.238 -4.759 4.172  0.22
H11 0.146 -4.008 4.957  0.38
H12 0.321 -5.583 4.185  0.41
H13 -1.049 -5.621 1.216  0.50
H14 -0.634 -5.862 -0.490  0.26
H15 -2.296 -6.125 0.068  0.28
H16 -2.895 -2.918 -1.295  0.41
H17 -3.582 -4.519 -0.984  0.34
H18 -2.233 -4.341 -2.116  0.47
C7 0.597 3.965 0.512  -2.08
C8 1.762 3.794 -0.467  2.68
C9 2.966 3.322 0.351  -1.99
C10 2.119 5.154 -1.064  -1.98
P2 1.277 2.355 -1.682  -0.34
N4 0.617 1.230 -0.862  0.01
C11 0.110 3.113 -3.033  2.46
C12 -0.967 3.890 -2.275  -2.01
C13 -0.621 1.964 -3.730  -1.53
C14 0.749 4.016 -4.086  -1.97
C15 2.919 1.816 -2.584  2.40
C16 2.489 0.984 -3.790  -1.48
C17 3.637 0.852 -1.637  -2.41
C18 3.884 2.896 -3.067  -2.04
H19 0.963 4.364 1.458  0.69
H20 0.127 2.999 0.697  0.37
H21 -0.152 4.655 0.137  0.17
H22 3.098 3.971 1.219  0.68
H23 3.885 3.361 -0.228  0.33
H24 2.809 2.308 0.702  0.01
H25 2.403 5.820 -0.246  0.54
H26 1.280 5.610 -1.580  0.28
H27 2.959 5.091 -1.750  0.31
H28 -1.305 3.303 -1.425  0.27
H29 -1.821 4.070 -2.929  0.67
H30 -0.611 4.858 -1.934  0.30
H31 -1.067 1.311 -2.981  -0.18
H32 0.016 1.366 -4.372  0.27
H33 -1.420 2.375 -4.349  0.71
H34 1.357 4.797 -3.638  0.25
H35 -0.043 4.494 -4.666  0.54
H36 1.363 3.446 -4.779  0.31
H37 1.682 0.317 -3.500  -0.45
H38 3.324 0.372 -4.135  0.81
H39 2.168 1.596 -4.628  0.16
H40 2.905 0.208 -1.151  0.60
H41 4.214 1.362 -0.873  0.31
H42 4.316 0.217 -2.204  0.52
H43 3.391 3.618 -3.712  0.28
H44 4.678 2.416 -3.644  0.51
H45 4.357 3.429 -2.246  0.35
Cl1 2.258 -2.479 -2.785  -0.13
C19 1.332 -2.053 -4.191  1.20
C20 1.961 -2.027 -5.419  -0.46
C21 1.263 -1.595 -6.533  -0.63
C22 -0.049 -1.174 -6.387  -0.70
C23 -0.665 -1.222 -5.154  -0.48
C24 -0.003 -1.678 -4.011  -0.13
C25 -0.666 -1.747 -2.707  -1.76
H46 2.994 -2.331 -5.500  0.46
H47 1.739 -1.584 -7.502  0.39
H48 -0.588 -0.805 -7.246  0.40
H49 -1.689 -0.898 -5.053  0.42
H50 -0.519 -2.736 -2.277  0.72
H51 -1.734 -1.583 -2.836  0.79
N5 1.535 0.304 1.535  1.77
C26 1.976 -0.945 1.279  0.27
C27 3.052 -1.521 1.990  -0.85
C28 3.456 -2.797 1.683  -0.96
C29 2.731 -3.520 0.736  -1.17
C30 1.658 -2.904 0.129  -1.29
N6 1.317 -1.640 0.341  1.73
H52 2.145 0.873 2.101  0.39
H53 1.112 0.785 0.697  -1.40
H54 3.559 -0.932 2.742  0.53
H55 4.318 -3.238 2.166  0.42
H56 2.999 -4.530 0.475  0.56
H57 1.042 -3.439 -0.576  0.88
C31 -2.304 -0.048 5.816  -1.34
C32 -1.175 -0.200 4.817  -0.53
Sb1 -1.393 0.894 2.893  -0.20
C33 -0.403 2.733 3.607  -0.18
C34 -0.499 3.044 5.085  -1.32
C35 -3.399 1.720 3.304  -0.69
C36 -3.871 2.578 2.146  -1.25
H58 -2.086 -0.634 6.711  0.42
H59 -3.248 -0.401 5.400  0.22
H60 -2.436 0.987 6.118  0.26
H61 -1.052 -1.255 4.567  0.23
H62 -0.234 0.126 5.255  0.50
H63 -0.858 3.539 3.034  0.31
H64 0.643 2.661 3.312  0.22
H65 -1.535 3.110 5.410  0.21
H66 -0.024 4.002 5.298  0.43
H67 0.001 2.286 5.682  0.29
H68 -3.353 2.316 4.214  0.39
H69 -4.095 0.898 3.469  0.39
H70 -3.177 3.400 1.973  0.25
H71 -4.856 2.999 2.352  0.38
H72 -3.934 1.993 1.230  0.27

Entry two
Below is C36H72ClN6OP2SbZn as an isolated structure, with properties calculated with the ωB97M-V functional and the def2-TZVPD basis.

The calculation puts the frontier orbital gap at 7.587 eV. Its charge is 0. The value obtained for the LUMO energy is 0.5 eV. As for the HOMO energy: -0.2589 Ha.

Last column: Mulliken charge in e.
Element x y z (Å)
Zn1 -1.071 -0.647 0.437  0.89
C1 0.554 5.121 2.213  -0.92
N1 0.280 4.019 1.313  0.47
C2 0.987 4.086 0.047  -0.77
P1 -0.158 2.543 1.981  -0.37
O1 -0.202 1.549 0.887  -1.23
N2 0.986 2.262 3.151  1.66
C3 1.069 1.833 4.543  -0.50
C4 1.966 2.777 5.358  -1.39
N3 -1.634 2.792 2.716  0.69
C5 -1.870 3.331 4.047  -1.26
C6 -2.646 3.225 1.750  -1.44
H1 0.167 6.051 1.789  0.30
H2 1.630 5.248 2.387  0.24
H3 0.070 4.951 3.173  0.26
H4 0.686 4.988 -0.493  0.40
H5 0.736 3.210 -0.548  0.14
H6 2.077 4.124 0.188  0.12
H7 1.834 2.036 2.639  -1.09
H8 0.072 1.800 4.970  0.71
H9 1.462 0.817 4.591  0.15
H10 1.937 3.777 4.924  0.19
H11 3.002 2.439 5.355  0.42
H12 1.633 2.844 6.395  0.37
H13 -0.959 3.358 4.636  0.51
H14 -2.608 2.718 4.573  0.24
H15 -2.264 4.351 3.985  0.28
H16 -2.387 2.858 0.760  0.35
H17 -2.715 4.319 1.710  0.33
H18 -3.625 2.826 2.021  0.43
C7 2.623 -2.633 -2.076  -2.21
C8 1.635 -3.798 -1.899  2.80
C9 2.070 -4.571 -0.646  -1.95
C10 1.754 -4.748 -3.093  -2.06
P2 -0.094 -3.043 -1.544  -0.26
N4 0.063 -1.848 -0.580  0.16
C11 -0.826 -2.534 -3.237  2.50
C12 0.256 -1.705 -3.946  -1.98
C13 -1.990 -1.569 -2.983  -1.64
C14 -1.287 -3.664 -4.158  -2.03
C15 -1.174 -4.476 -0.852  2.43
C16 -2.630 -4.007 -0.950  -1.56
C17 -0.860 -4.594 0.648  -2.32
C18 -1.056 -5.846 -1.520  -2.10
H19 3.630 -2.961 -1.808  0.62
H20 2.344 -1.798 -1.430  0.46
H21 2.659 -2.280 -3.105  0.19
H22 3.140 -4.788 -0.708  0.68
H23 1.549 -5.523 -0.553  0.33
H24 1.891 -3.986 0.254  0.04
H25 2.782 -5.123 -3.131  0.55
H26 1.556 -4.249 -4.041  0.28
H27 1.090 -5.607 -3.007  0.30
H28 0.708 -1.000 -3.246  0.26
H29 -0.200 -1.133 -4.759  0.65
H30 1.034 -2.328 -4.384  0.32
H31 -1.673 -0.767 -2.314  -0.24
H32 -2.865 -2.047 -2.552  0.26
H33 -2.292 -1.123 -3.935  0.70
H34 -0.520 -4.425 -4.297  0.26
H35 -1.523 -3.242 -5.139  0.54
H36 -2.190 -4.145 -3.785  0.30
H37 -2.713 -2.970 -0.631  -0.30
H38 -3.255 -4.610 -0.287  0.76
H39 -3.035 -4.103 -1.956  0.16
H40 -0.751 -3.602 1.088  0.55
H41 0.047 -5.163 0.847  0.31
H42 -1.688 -5.095 1.156  0.49
H43 -1.235 -5.795 -2.593  0.29
H44 -1.814 -6.507 -1.086  0.52
H45 -0.085 -6.312 -1.352  0.36
Cl1 -3.873 -2.212 2.049  -0.15
C19 -4.662 -1.738 0.576  1.16
C20 -5.772 -2.465 0.181  -0.51
C21 -6.387 -2.179 -1.026  -0.55
C22 -5.868 -1.172 -1.824  -0.75
C23 -4.770 -0.443 -1.403  -0.41
C24 -4.124 -0.685 -0.183  -0.27
C25 -2.963 0.143 0.222  -1.50
H46 -6.141 -3.261 0.814  0.45
H47 -7.261 -2.736 -1.337  0.39
H48 -6.326 -0.956 -2.781  0.38
H49 -4.380 0.347 -2.035  0.39
H50 -3.112 0.524 1.238  0.88
H51 -2.899 0.996 -0.455  0.65
N5 1.693 -1.852 1.887  1.15
C26 0.725 -1.734 2.829  -0.01
C27 0.907 -2.282 4.120  -0.63
C28 -0.079 -2.146 5.064  -0.77
C29 -1.211 -1.393 4.758  -1.04
C30 -1.299 -0.848 3.498  -0.88
N6 -0.400 -1.047 2.526  1.34
H52 2.414 -2.522 2.101  0.35
H53 1.336 -1.872 0.893  -0.95
H54 1.818 -2.829 4.331  0.48
H55 0.024 -2.610 6.037  0.43
H56 -2.003 -1.241 5.478  0.52
H57 -2.141 -0.224 3.228  0.54
C31 5.456 2.554 2.579  -1.38
C32 4.421 1.441 2.685  0.10
Sb1 3.515 0.757 0.788  0.37
C33 5.023 -0.788 0.404  -0.49
C34 6.419 -0.541 0.958  -1.17
C35 4.542 2.196 -0.511  -0.77
C36 4.135 1.978 -1.967  -1.24
H58 5.835 2.816 3.570  0.42
H59 5.028 3.454 2.134  0.25
H60 6.308 2.255 1.967  0.28
H61 3.603 1.765 3.333  -0.43
H62 4.853 0.556 3.157  0.45
H63 5.062 -0.877 -0.683  0.36
H64 4.620 -1.724 0.795  0.34
H65 6.838 0.397 0.589  0.20
H66 7.097 -1.343 0.655  0.41
H67 6.420 -0.505 2.048  0.30
H68 5.620 2.069 -0.394  0.42
H69 4.286 3.207 -0.191  0.43
H70 4.383 0.965 -2.293  0.26
H71 4.649 2.679 -2.628  0.38
H72 3.060 2.114 -2.100  0.26

It is entry two that is the most stable of them.